Record 1
Formula: C2H4N4
Source: OMol25
Level of theory: the ωB97M-V functional and the def2-TZVPD basis

CARTESIAN COORDINATES (ANGSTROEM)
C1 -0.158 -0.569 0.057
C2 1.073 1.127 -0.047
H1 0.245 -2.345 1.002
H2 -1.432 -2.078 -0.067
H3 1.573 2.138 0.214
H4 -0.733 2.164 -0.679
N1 -0.524 -1.893 0.124
N2 1.219 -0.110 0.244
N3 -0.280 1.341 -0.582
N4 -0.983 0.224 -0.266

Values from the calculation:
E_tot ... -8096.59044 eV
ΔE to the lowest compared entry with this formula, charge and spin ... 262.8 kJ/mol
HOMO-LUMO gap ... 9.67 eV
Structure (SMILES) ... Nc1nc[nH]n1
HOMO energy ... -8.61 eV

Results of the Mulliken charge analysis, in e, for atoms 1 through 5:
1 C 0.43
2 C 0.05
3 H 0.32
4 H 0.23
5 H 0.27

=====

Record 2
Formula: C2H4N4
Source: OMol25
Level of theory: the ωB97M-V functional and the def2-TZVPD basis

CARTESIAN COORDINATES (ANGSTROEM)
C1 -0.750 -0.851 0.458
C2 -0.400 0.185 -0.637
N1 1.661 0.549 0.189
N2 1.697 -0.644 0.073
N3 0.564 1.143 -0.223
N4 0.309 -1.096 -0.503
H1 -0.754 -0.462 1.434
H2 -1.694 -1.401 0.314
H3 -0.951 0.630 -1.356
H4 0.319 1.947 0.250

Values from the calculation:
E_tot ... -8094.98061 eV
ΔE to the lowest compared entry with this formula, charge and spin ... 418.1 kJ/mol
HOMO-LUMO gap ... 9.99 eV
Structure (SMILES) ... C1[C@H]2NN=NN12
HOMO energy ... -9.08 eV

Results of the Mulliken charge analysis, in e, for atoms 1 through 5:
1 C -0.48
2 C -0.09
3 N -0.14
4 N -0.20
5 N -0.04

=====

Record 3
Formula: C2H4N4
Source: OMol25
Level of theory: the ωB97M-V functional and the def2-TZVPD basis

CARTESIAN COORDINATES (ANGSTROEM)
C1 0.184 0.307 1.310
N1 0.925 0.449 0.049
C2 -0.573 -1.640 -1.400
N2 -1.675 -1.528 -1.077
N3 0.155 2.083 -1.474
N4 0.478 1.318 -0.705
H1 -0.860 0.023 1.133
H2 0.220 1.230 1.901
H3 0.677 -0.487 1.872
H4 0.455 -1.731 -1.686

Values from the calculation:
E_tot ... -8096.40341 eV
ΔE to the lowest compared entry with this formula, charge and spin ... 280.8 kJ/mol
HOMO-LUMO gap ... 10.65 eV
HOMO energy ... -9.74 eV

Results of the Mulliken charge analysis, in e, for atoms 1 through 5:
1 C -0.65
2 N -0.53
3 C 0.09
4 N -0.38
5 N -0.44

=====

Record 4
Formula: C2H4N4
Source: OMol25
Level of theory: the ωB97M-V functional and the def2-TZVPD basis

CARTESIAN COORDINATES (ANGSTROEM)
N1 1.665 0.286 -0.204
N2 -1.647 0.663 0.557
N3 0.539 0.983 0.120
N4 -0.423 0.173 0.150
C1 1.538 -1.052 -0.386
C2 0.309 -1.452 -0.250
H1 2.513 0.824 -0.234
H2 -2.382 0.163 0.077
H3 -1.716 1.666 0.407
H4 -0.396 -2.253 -0.238

Values from the calculation:
E_tot ... -8094.25385 eV
ΔE to the lowest compared entry with this formula, charge and spin ... 488.2 kJ/mol
HOMO-LUMO gap ... 9.59 eV
HOMO energy ... -8.63 eV

Results of the Mulliken charge analysis, in e, for atoms 1 through 5:
1 N 0.11
2 N -0.60
3 N -0.58
4 N 0.55
5 C -0.46

=====

Record 5
Formula: C2H4N4
Source: OMol25
Level of theory: the ωB97M-V functional and the def2-TZVPD basis

CARTESIAN COORDINATES (ANGSTROEM)
N1 -1.355 -0.483 -1.325
C1 -0.369 0.247 -0.699
N2 0.338 1.227 -0.955
N3 1.956 0.506 1.111
N4 0.889 -0.052 1.428
C2 -0.249 0.161 0.773
H1 -1.390 -1.431 -0.981
H2 -1.359 -0.411 -2.331
H3 2.693 -0.016 1.604
H4 -1.153 0.252 1.375

Values from the calculation:
E_tot ... -8094.83479 eV
ΔE to the lowest compared entry with this formula, charge and spin ... 432.2 kJ/mol
HOMO-LUMO gap (alpha / beta) ... 8.28 / 8.61 eV
HOMO energy (alpha / beta) ... -8.55 / -9.17 eV

Results of the Mulliken charge analysis, in e, for atoms 1 through 5:
1 N -0.49
2 C 0.56
3 N -0.49
4 N -0.50
5 N -0.03

=====

Record 6
Formula: C2H4N4
Source: OMol25
Level of theory: the ωB97M-V functional and the def2-TZVPD basis

CARTESIAN COORDINATES (ANGSTROEM)
N1 1.518 0.467 0.012
C1 0.178 0.138 0.044
C2 -0.512 -0.380 1.143
N2 -1.872 -0.345 0.760
N3 -1.986 0.089 -0.430
N4 -0.731 0.342 -0.917
H1 2.137 -0.114 -0.535
H2 1.862 0.584 0.959
H3 0.015 -1.335 0.853
H4 -0.609 0.553 -1.891

Values from the calculation:
E_tot ... -8095.86587 eV
ΔE to the lowest compared entry with this formula, charge and spin ... 332.7 kJ/mol
HOMO-LUMO gap ... 9.42 eV
Structure (SMILES) ... Nc1cnn[nH]1
HOMO energy ... -8.86 eV

Results of the Mulliken charge analysis, in e, for atoms 1 through 5:
1 N -0.54
2 C 0.37
3 C -0.40
4 N -0.19
5 N -0.40

=====

Record 7
Formula: C2H4N4O
Source: OMol25
Level of theory: the ωB97M-V functional and the def2-TZVPD basis

CARTESIAN COORDINATES (ANGSTROEM)
C1 0.289 0.006 -0.217
C2 -0.332 -1.281 0.317
N1 -0.508 0.668 -1.143
N2 0.098 1.206 1.073
N3 -1.030 1.720 -0.822
N4 -0.636 1.987 0.595
O1 1.604 -0.105 -0.500
H1 -0.220 -2.199 -0.353
H2 -1.388 -1.177 0.462
H3 0.113 -1.521 1.188
H4 2.009 0.696 -0.600

Values from the calculation:
E_tot ... -10143.25565 eV
ΔE to the lowest compared entry with this formula, charge and spin ... 374.3 kJ/mol
HOMO-LUMO gap ... 9.03 eV
Structure (SMILES) ... CC1(O)N=NN=N1
HOMO energy ... -9.60 eV

Results of the Mulliken charge analysis, in e, for atoms 1 through 5:
1 C 0.80
2 C -1.27
3 N -0.10
4 N -0.15
5 N -0.13

=====

Record 8
Formula: C2H4N4O
Source: OMol25
Level of theory: the ωB97M-V functional and the def2-TZVPD basis

CARTESIAN COORDINATES (ANGSTROEM)
N1 -1.734 -0.752 0.937
C1 -0.622 -0.280 0.336
N2 0.582 -0.488 0.857
N3 1.403 0.218 -0.069
C2 0.447 0.677 -1.266
O1 1.017 1.081 -2.244
N4 -0.767 0.392 -0.843
H1 -1.684 -1.107 1.877
H2 -2.620 -0.436 0.579
H3 1.854 1.013 0.389
H4 2.124 -0.318 -0.554

Values from the calculation:
E_tot ... -10146.22355 eV
ΔE to the lowest compared entry with this formula, charge and spin ... 87.9 kJ/mol
HOMO-LUMO gap ... 9.87 eV
Structure (SMILES) ... NC1=N[NH2+]C([O-])=N1
HOMO energy ... -9.25 eV

Results of the Mulliken charge analysis, in e, for atoms 1 through 5:
1 N -0.36
2 C 0.53
3 N -0.80
4 N 0.08
5 C 0.55

=====

Record 9
Formula: C2H4N4O
Source: OMol25
Level of theory: the ωB97M-V functional and the def2-TZVPD basis

CARTESIAN COORDINATES (ANGSTROEM)
C1 -0.044 0.796 -0.436
C2 -0.087 -1.120 0.631
H1 0.185 2.683 0.304
H2 0.525 2.179 -1.485
H3 -0.058 -2.257 -1.216
H4 -0.725 -1.141 2.296
N1 0.165 2.109 -0.552
N2 0.284 -0.129 -1.421
N3 0.599 -1.346 -0.546
N4 -0.128 0.246 0.886
O1 -0.717 -2.019 1.539

Values from the calculation:
E_tot ... -10142.90952 eV
ΔE to the lowest compared entry with this formula, charge and spin ... 407.7 kJ/mol
HOMO-LUMO gap ... 9.22 eV
HOMO energy ... -8.74 eV

Results of the Mulliken charge analysis, in e, for atoms 1 through 5:
1 C 0.43
2 C 0.41
3 H 0.26
4 H 0.28
5 H 0.39

=====

Record 10
Formula: C2H4N4O
Source: OMol25
Level of theory: the ωB97M-V functional and the def2-TZVPD basis

CARTESIAN COORDINATES (ANGSTROEM)
C1 -2.315 -0.310 0.340
C2 0.789 1.072 0.115
H1 -1.687 -1.327 0.401
H2 -2.599 0.144 1.519
H3 -3.224 -0.473 -0.670
H4 0.505 2.041 -0.076
N1 -0.105 0.149 -0.065
N2 1.981 0.391 0.196
N3 1.654 -0.881 -0.014
N4 0.340 -1.040 -0.199
O1 -1.366 0.589 -0.416

Values from the calculation:
E_tot ... -10140.76771 eV
ΔE to the lowest compared entry with this formula, charge and spin ... 614.3 kJ/mol
HOMO-LUMO gap ... 11.24 eV
HOMO energy ... -10.67 eV

Results of the Mulliken charge analysis, in e, for atoms 1 through 5:
1 C -0.50
2 C -0.14
3 H 0.32
4 H 0.24
5 H 0.24

=====

> ΔE to the lowest compared entry with this formula, charge and spin of number 7 (C2H4N4O)?

374.3 kJ/mol